1.
The following is a DFT calculation (ωB97M-V with the def2-TZVPD basis set) of CH3BrS in the gas phase in a non-equilibrium geometry.

Atoms and positions in Å:
S: 0.62 1.38 0.04
C: -0.59 -0.19 0.41
Br: -2.32 0.21 -0.13
H: 0.37 1.28 -1.20
H: -0.04 -0.96 -0.09
H: -0.74 -0.23 1.49

**Energy relative to the best compared isomer or geometry (same formula, charge and spin)**: 45.9 kJ/mol
**SMILES string**: SCBr
**Gap between HOMO and LUMO**: 10.0 eV


2.
The following is a DFT calculation (ωB97M-V with the def2-TZVPD basis set) of CH3CdFO4PS2 as an isolated structure in a non-equilibrium geometry.

Atoms and positions in Å:
O: -2.11 0.69 -2.34
S: -0.90 1.00 -1.73
O: -0.75 2.34 -1.37
F: 0.24 0.57 -2.64
C: -0.83 0.04 -0.26
P: 0.76 -0.15 0.45
O: 1.27 1.13 1.21
O: 0.45 -1.31 1.68
S: 2.11 -0.88 -0.72
H: -1.45 0.59 0.45
H: 2.02 0.82 1.76
H: 0.06 -2.03 1.13
Cd: -0.86 -2.82 2.37

**Charge**: +1
**Gap between HOMO and LUMO**: 3.7 eV


3.
The following is a DFT calculation (ωB97M-V with the def2-TZVPD basis set) of CH3Cl2FSi as an isolated structure in a non-equilibrium geometry.

Atoms and positions in Å:
C: -0.23 0.71 1.42
F: 0.71 1.45 0.75
Si: -1.25 -0.21 0.28
Cl: -1.95 1.11 -1.23
Cl: -1.52 -1.93 -0.63
H: 0.31 0.61 2.40
H: 2.06 -1.23 -1.58
H: 1.86 -0.50 -1.40

**Energy relative to the best compared isomer or geometry (same formula, charge and spin)**: 723.7 kJ/mol
**Gap between HOMO and LUMO (alpha / beta)**: 6.4 / 7.0 eV


4.
The following is a DFT calculation (ωB97M-V with the def2-TZVPD basis set) of CH3Cl2OPS in the gas phase in a non-equilibrium geometry.

Atoms and positions in Å:
O: 2.33 -0.60 -1.50
S: 1.78 -0.41 -0.19
Cl: 2.68 0.98 0.99
P: -0.36 0.91 -0.74
C: -1.35 0.10 0.64
Cl: -1.07 -1.65 0.37
H: -0.64 0.03 -1.85
H: -2.39 0.20 0.61
H: -0.97 0.44 1.68

**Energy relative to the best compared isomer or geometry (same formula, charge and spin)**: 432.7 kJ/mol
**SMILES string**: O=S(Cl)#[PH]CCl
**Gap between HOMO and LUMO**: 8.0 eV


5.
The following is a DFT calculation (ωB97M-V with the def2-TZVPD basis set) of a 2-piece molecular cluster, CH3Cl2PS overall in a non-equilibrium geometry.

Atoms and positions in Å:
C: 2.08 -0.79 -0.23
P: -1.50 0.97 0.23
S: -1.81 -0.22 -1.40
Cl: -2.18 -0.07 1.84
Cl: -2.87 2.42 0.07
H: 2.48 -0.28 0.66
H: 1.58 -1.82 -0.07
H: 2.20 -0.21 -1.11

**Energy relative to the best compared isomer or geometry (same formula, charge and spin)**: 333.4 kJ/mol
**Gap between HOMO and LUMO (alpha / beta)**: 5.8 / 9.6 eV


6.
The following is a DFT calculation (ωB97M-V with the def2-TZVPD basis set) of a 2-piece molecular cluster, CH3Cl3OP overall in a non-equilibrium geometry.

Atoms and positions in Å:
C: 0.95 2.84 -0.88
O: 0.65 1.84 -0.33
P: -0.82 -2.13 0.77
Cl: -0.08 -3.29 2.15
Cl: -2.61 -2.96 0.48
Cl: 0.23 -2.27 -0.85
H: 0.84 3.82 -0.50
H: 1.58 2.80 -1.77
H: -0.74 -0.65 0.94

**Charge**: +1
**Energy relative to the best compared isomer or geometry (same formula, charge and spin)**: 146.4 kJ/mol
**Gap between HOMO and LUMO**: 8.0 eV


Which formula does entry 2 have?
CH3CdFO4PS2